{"formula": "C8H20O22S2V5", "method": "ωB97M-V with the def2-TZVPD basis set", "energy_ev": -203746.263, "orbital_gap_ev": 2.89, "molar_mass_g_mol": 787.08, "de_lowest_kj_mol": 2315.0, "charge": 1, "homo_energy_ev": -9.39, "lumo_energy_ev": -6.51, "fmax_ha_per_bohr": 0.1062, "species": ["O", "H", "O", "O", "H", "C", "C", "H", "C", "C", "H", "V", "H", "O", "V", "C", "O", "O", "O", "H", "H", "O", "O", "O", "C", "C", "H", "H", "O", "V", "O", "O", "O", "O", "H", "O", "V", "H", "H", "H", "C", "H", "O", "S", "O", "S", "O", "H", "H", "H", "H", "O", "O", "O", "H", "H", "V"], "coordinates": [[12.910, -13.593, 12.536], [13.458, -9.940, 10.005], [9.329, -14.703, 11.361], [15.692, -19.044, 15.495], [10.622, -18.852, 15.973], [11.249, -9.287, 10.935], [12.715, -10.525, 9.463], [12.702, -17.910, 11.693], [9.787, -9.366, 11.547], [11.347, -19.146, 13.172], [12.636, -10.086, 8.468], [10.088, -13.600, 10.560], [9.158, -9.198, 10.673], [10.862, -14.337, 9.289], [15.778, -10.018, 15.429], [10.716, -18.084, 15.205], [19.104, -14.332, 17.253], [11.754, -18.394, 14.337], [9.634, -10.654, 12.152], [11.908, -9.093, 11.781], [10.419, -10.105, 14.128], [11.446, -10.556, 10.169], [17.130, -15.499, 16.455], [14.949, -12.595, 13.231], [12.438, -18.910, 12.038], [14.349, -20.138, 11.438], [13.009, -11.571, 9.371], [10.344, -18.868, 12.848], [17.732, -12.591, 10.337], [14.068, -14.491, 18.166], [15.022, -14.845, 12.726], [15.877, -8.739, 14.543], [13.661, -14.119, 14.693], [18.280, -15.019, 10.555], [9.666, -11.718, 13.885], [13.510, -15.923, 18.392], [17.852, -13.708, 11.415], [10.856, -17.101, 15.653], [15.433, -20.155, 11.556], [9.702, -17.982, 14.819], [9.684, -10.677, 13.562], [13.965, -21.158, 11.427], [18.235, -14.233, 14.969], [17.964, -14.306, 16.397], [13.790, -19.219, 12.441], [14.111, -13.819, 13.306], [17.019, -13.282, 16.852], [12.099, -19.401, 11.126], [11.215, -20.206, 13.388], [8.745, -10.282, 13.950], [11.291, -8.374, 10.341], [13.121, -13.442, 18.784], [14.444, -9.825, 16.329], [17.404, -18.243, 13.701], [14.137, -19.820, 10.418], [9.622, -8.538, 12.237], [15.994, -17.930, 14.335]]}



{"formula": "C8H21BO3Rb", "method": "ωB97M-V with the def2-TZVPD basis set", "energy_ev": -16105.186, "orbital_gap_ev": 2.68, "molar_mass_g_mol": 261.53, "charge": -1, "homo_energy_ev": -2.30, "lumo_energy_ev": 0.38, "fmax_ha_per_bohr": 0.0919, "species": ["O", "H", "H", "H", "H", "H", "H", "Rb", "H", "H", "C", "H", "C", "C", "C", "H", "H", "H", "C", "B", "H", "H", "C", "H", "H", "H", "C", "O", "O", "H", "H", "H", "H", "C"], "coordinates": [[0.382, 5.252, 0.850], [1.849, 1.070, -7.030], [2.565, -0.186, 5.941], [1.754, 0.691, 4.542], [1.546, 6.572, 3.576], [-5.911, -5.103, -2.287], [0.892, -0.566, 5.491], [-0.115, 0.062, -2.743], [-6.639, -7.296, -3.477], [-5.399, -7.557, -2.238], [0.691, 6.489, 2.904], [2.360, 6.780, -0.161], [1.858, -0.232, 5.113], [-5.619, -7.054, -3.179], [1.011, 6.143, 1.458], [3.111, 5.853, 1.090], [0.034, 5.801, 3.435], [3.361, -2.975, 5.048], [-5.389, -5.480, -3.167], [1.741, 0.127, -7.543], [0.134, 7.426, 2.914], [0.773, 0.000, -8.003], [2.192, -1.358, 4.150], [-5.964, -5.043, -3.983], [-4.963, -7.520, -3.916], [1.866, -0.630, -6.784], [2.348, -2.765, 4.705], [2.261, -1.146, 2.939], [-4.010, -5.137, -3.324], [2.101, -3.508, 3.947], [2.572, 0.091, -8.231], [2.575, 7.484, 1.471], [1.712, -2.870, 5.584], [2.323, 6.584, 0.911]]}



{"formula": "C8H21Cl6N5O10", "method": "ωB97M-V with the def2-TZVPD basis set", "energy_ev": -111682.603, "orbital_gap_ev": 9.97, "molar_mass_g_mol": 560.00, "de_lowest_kj_mol": 0.0, "charge": 0, "homo_energy_ev": -10.58, "lumo_energy_ev": -0.61, "fmax_ha_per_bohr": 0.0170, "species": ["H", "H", "C", "O", "H", "H", "C", "O", "O", "N", "C", "H", "Cl", "C", "H", "O", "C", "H", "H", "H", "H", "O", "H", "H", "N", "H", "O", "H", "H", "N", "O", "O", "N", "H", "C", "N", "O", "C", "Cl", "H", "Cl", "H", "H", "Cl", "H", "O", "C", "Cl", "Cl", "H"], "coordinates": [[-0.149, -4.811, 2.439], [-0.708, -3.299, 3.270], [3.993, 1.685, -3.999], [-2.971, -4.189, 3.701], [-4.621, 0.981, 1.197], [0.358, 3.959, 0.253], [-3.809, -1.270, -2.818], [-1.402, 0.073, -0.342], [4.954, -0.421, -4.001], [-2.103, -4.842, 3.159], [2.499, -1.395, 3.076], [0.705, -0.369, -1.742], [2.535, -3.155, 3.087], [-0.948, -4.097, 2.575], [2.982, -1.027, 3.975], [-4.905, -0.151, -1.126], [-4.046, 0.372, 1.882], [-0.260, 2.511, -0.693], [-1.215, 3.081, 0.644], [1.232, 0.708, -0.377], [4.081, 3.231, 1.818], [-2.120, -6.050, 3.009], [4.940, 1.666, 1.601], [-2.904, -0.977, -2.295], [-4.949, -1.101, -1.878], [-1.272, -3.630, 1.650], [3.034, -0.183, -3.050], [-3.801, -2.306, -3.129], [4.922, 1.939, -4.492], [4.012, 0.244, -3.640], [-5.843, -1.920, -1.937], [-0.352, -1.126, 1.107], [-0.399, -0.463, 0.087], [1.468, -1.062, 3.077], [-0.491, 3.394, -0.102], [-1.226, 4.299, -1.048], [-2.353, 3.980, -1.360], [0.862, -0.268, -0.673], [3.731, 2.309, -0.311], [3.797, 2.224, -3.081], [6.158, 3.519, 0.795], [-3.272, -0.155, 1.338], [-3.972, -0.587, -3.647], [3.341, -0.731, 1.670], [3.160, 1.842, -4.681], [-0.627, 5.265, -1.471], [4.682, 2.619, 1.159], [-3.163, 1.470, 2.983], [-5.106, -0.726, 2.737], [1.543, -1.062, -0.392]]}



{"formula": "C8H21ClI2NP2Pm", "method": "ωB97M-V with the def2-TZVPD basis set", "energy_ev": -73968.676, "orbital_gap_ev": [6.18, 6.85], "molar_mass_g_mol": 627.47, "charge": 2, "homo_energy_ev": [-14.78, -14.79], "lumo_energy_ev": [-8.60, -7.94], "multiplicity": 5, "fmax_ha_per_bohr": 0.0475, "species": ["H", "I", "Pm", "C", "H", "C", "P", "C", "H", "H", "H", "H", "H", "C", "H", "C", "H", "H", "H", "H", "N", "H", "P", "H", "H", "C", "H", "C", "H", "I", "H", "H", "H", "H", "Cl", "C"], "coordinates": [[4.518, 1.343, -1.687], [1.951, -1.346, 3.578], [0.073, 0.076, -0.922], [-3.531, 1.389, -1.355], [4.146, 1.013, 1.330], [4.239, 0.110, 0.717], [2.885, 0.001, -0.504], [3.459, -1.492, -1.372], [-0.032, -0.548, 5.559], [-3.374, 2.293, -0.742], [2.901, 1.513, -2.483], [-4.731, 0.034, 0.875], [-1.807, -0.418, 5.767], [-3.561, -1.490, -1.239], [4.198, -0.768, 1.421], [-3.644, 0.043, 1.040], [-0.838, 1.072, 5.655], [5.198, 0.108, 0.163], [3.274, -2.371, -0.714], [4.574, -1.416, -1.524], [-1.287, 0.076, 2.702], [-3.346, 0.956, 1.588], [-2.722, -0.027, -0.510], [2.973, -1.671, -2.336], [-3.141, -1.709, -2.226], [-1.104, 0.060, 3.852], [-4.639, -1.263, -1.312], [-0.923, 0.036, 5.280], [-3.351, -0.836, 1.659], [2.138, 1.193, 3.705], [-3.404, -2.344, -0.567], [-3.092, 1.537, -2.350], [-4.607, 1.171, -1.430], [3.233, 2.354, -0.938], [-0.054, -0.110, -3.437], [3.412, 1.430, -1.518]]}



{"formula": "C8H21CuNO4", "method": "ωB97M-V with the def2-TZVPD basis set", "energy_ev": -62953.161, "orbital_gap_ev": 6.33, "molar_mass_g_mol": 258.80, "de_lowest_kj_mol": 0.0, "charge": -1, "homo_energy_ev": -3.21, "lumo_energy_ev": 3.12, "fmax_ha_per_bohr": 0.0444, "species": ["H", "C", "Cu", "N", "O", "O", "H", "H", "C", "H", "H", "H", "H", "H", "H", "H", "C", "H", "O", "H", "C", "H", "C", "H", "H", "C", "H", "H", "O", "C", "H", "H", "C", "H", "H"], "coordinates": [[0.368, 4.917, -3.213], [-0.253, -3.047, 1.722], [-0.620, -0.795, -0.783], [-0.447, 0.903, 0.628], [-2.929, -1.679, -0.754], [0.065, -1.801, 1.134], [-2.907, -2.243, 1.249], [1.189, -1.241, 2.712], [2.455, -1.061, -1.113], [1.436, 3.557, -3.517], [3.361, -1.575, -1.471], [2.162, -1.527, -0.153], [0.348, 1.579, -1.921], [-2.941, -3.564, 0.095], [0.086, 2.844, 0.937], [-1.295, 0.653, 1.120], [0.635, 2.260, -1.121], [0.539, -3.561, 2.279], [0.679, 3.634, -1.550], [1.656, 2.036, -0.811], [-3.307, -2.530, 0.254], [-0.388, -3.736, 0.886], [0.660, 0.483, 1.507], [2.809, -0.063, -0.774], [-1.185, -3.040, 2.288], [0.582, 3.888, -2.919], [-1.261, 2.626, -0.150], [-0.287, 3.360, -3.337], [1.337, -1.036, -1.931], [0.341, -0.855, 2.138], [1.569, 0.493, 0.906], [-4.396, -2.611, 0.435], [-0.279, 2.221, 0.106], [-0.524, -0.704, 2.798], [0.741, 1.215, 2.326]]}



{"formula": "C8H21I2IrO2P2", "method": "ωB97M-V with the def2-TZVPD basis set", "energy_ev": -50318.072, "orbital_gap_ev": [7.46, 5.75], "molar_mass_g_mol": 657.23, "de_lowest_kj_mol": 0.0, "charge": 3, "homo_energy_ev": [-17.49, -19.02], "lumo_energy_ev": [-10.04, -13.27], "multiplicity": 6, "fmax_ha_per_bohr": 0.1054, "species": ["H", "H", "P", "H", "C", "H", "C", "O", "H", "H", "H", "P", "I", "H", "C", "C", "H", "H", "H", "O", "C", "H", "H", "H", "C", "C", "H", "H", "C", "H", "H", "H", "Ir", "H", "H", "I"], "coordinates": [[-2.241, 0.809, 3.881], [-3.021, -1.384, 1.504], [-0.957, -0.258, 2.090], [0.987, 0.072, 3.497], [1.183, -3.047, 0.170], [-1.190, 1.969, 3.021], [0.307, -0.971, -3.292], [0.670, -1.725, 0.096], [1.287, 2.638, -2.407], [-0.196, -1.007, 4.295], [0.867, -0.936, -4.233], [0.949, 0.257, -2.094], [-3.524, 5.692, -0.919], [1.343, 1.778, -3.972], [0.284, -0.751, 3.344], [-1.861, 1.114, 2.901], [3.253, 0.680, -1.474], [0.443, -3.753, -0.258], [-2.696, 1.422, 2.267], [-1.026, 2.964, -0.104], [-0.645, 1.858, -0.066], [-2.492, -1.848, 3.149], [2.129, -3.111, -0.406], [-0.749, -0.766, -3.486], [0.834, 1.842, -3.005], [2.748, -0.088, -2.066], [3.164, -0.104, -3.080], [-1.673, -2.522, 1.702], [-2.159, -1.640, 2.126], [0.833, -1.613, 2.956], [1.377, -3.312, 1.229], [0.394, -1.962, -2.840], [-0.053, 0.137, -0.008], [2.899, -1.057, -1.583], [-0.219, 2.092, -3.165], [-1.250, 6.533, 0.229]]}



{"formula": "C8H21N2Si", "method": "ωB97M-V with the def2-TZVPD basis set", "energy_ev": -19485.235, "orbital_gap_ev": 8.14, "molar_mass_g_mol": 173.36, "de_lowest_kj_mol": 292.8, "charge": 1, "homo_energy_ev": -12.02, "lumo_energy_ev": -3.88, "fmax_ha_per_bohr": 0.0886, "species": ["H", "N", "H", "C", "C", "H", "C", "H", "H", "H", "C", "Si", "H", "N", "C", "H", "H", "H", "H", "H", "H", "H", "H", "H", "H", "H", "C", "H", "H", "H", "C", "C"], "coordinates": [[-3.386, -0.482, 1.829], [0.723, 1.319, -0.640], [2.316, 0.450, -1.826], [-2.539, -0.169, 1.199], [1.065, -2.060, 1.640], [-1.963, -1.103, 0.908], [-4.053, 1.285, 0.119], [3.627, -3.172, -1.967], [-2.843, -0.345, -0.719], [4.269, -1.154, -0.867], [1.565, 1.296, -1.856], [2.326, -0.902, 0.846], [3.232, -0.112, 1.659], [-2.874, 0.418, -0.080], [-0.293, 2.289, -0.698], [0.360, 0.661, 1.202], [-1.853, 0.397, 1.772], [1.590, -2.527, 2.540], [-0.919, 2.004, -1.626], [0.270, -1.580, 2.185], [2.130, -3.323, -0.918], [0.843, -2.949, 1.031], [0.907, 1.350, -2.755], [-1.099, 2.274, 0.065], [-4.669, 1.531, -0.694], [0.101, 3.330, -0.646], [3.071, -2.738, -1.134], [-4.827, 0.764, 0.785], [2.204, 2.259, -1.762], [-3.654, 2.124, 0.553], [3.356, -1.678, -0.463], [1.017, 0.541, 0.319]]}



{"formula": "C8H21N3O2PS", "method": "ωB97M-V with the def2-TZVPD basis set", "energy_ev": -37313.239, "orbital_gap_ev": 5.80, "molar_mass_g_mol": 254.32, "de_lowest_kj_mol": 563.9, "charge": 1, "homo_energy_ev": -11.72, "lumo_energy_ev": -5.92, "fmax_ha_per_bohr": 0.0784, "species": ["H", "H", "C", "H", "H", "H", "C", "C", "H", "C", "H", "C", "H", "H", "H", "O", "H", "H", "H", "H", "N", "H", "N", "H", "H", "H", "C", "C", "P", "C", "S", "O", "H", "N", "H", "H"], "coordinates": [[1.091, 0.758, 1.510], [-4.046, 0.719, -3.211], [4.807, -1.053, 1.438], [-4.670, 4.357, -3.621], [-5.717, 1.304, -3.162], [-2.989, 3.772, -3.670], [3.632, -2.444, 3.081], [-3.858, 3.931, -3.029], [3.813, -0.581, 1.322], [1.319, 0.417, 0.489], [-4.601, 1.917, -4.405], [1.159, -0.924, 0.067], [-4.006, 3.312, -0.551], [6.421, -3.211, 1.670], [-3.593, 4.629, -2.237], [5.762, -0.680, 0.798], [1.653, 1.150, -0.268], [-3.994, -0.643, -0.193], [2.780, -1.829, 2.790], [5.922, -3.528, 3.349], [-4.285, 2.659, -2.472], [3.403, -3.492, 2.872], [4.820, -2.054, 2.349], [-1.477, -0.453, 1.680], [1.850, -1.743, 0.309], [-0.521, -2.597, -1.037], [6.068, -2.757, 2.597], [-4.325, 2.440, -1.144], [-1.969, -0.421, 0.338], [-4.685, 1.590, -3.371], [-0.363, -1.237, -0.926], [-4.677, 1.395, -0.618], [-2.078, 0.953, -0.011], [-3.276, -1.287, 0.171], [6.822, -2.048, 2.943], [3.807, -2.321, 4.152]]}



> Number 4 is which compound?

C8H21ClI2NP2Pm